# 1
A molecular structure, C42H58IrN4O5. Source: the OMol25 dataset; level of theory: ωB97M-V/def2-TZVPD.

```
110
Properties=species:S:1:pos:R:3:lowdin_spin:R:1
Ir 1.174 1.268 -0.113 1.560
C 2.339 4.005 -0.505 0.007
N 1.414 3.319 0.444 -0.004
C 1.968 3.469 1.821 0.002
C 0.076 3.981 0.408 0.000
C -1.040 3.036 0.793 0.002
N -1.058 1.850 -0.102 0.077
C -1.953 0.771 0.373 0.016
C -1.723 0.102 1.709 0.110
C -2.758 -0.643 2.177 0.029
C -2.679 -1.372 3.387 0.217
C -1.507 -1.248 4.160 0.006
C -0.428 -0.493 3.778 0.140
C -0.496 0.151 2.466 0.150
O 0.524 0.747 2.003 0.380
C 0.796 -0.327 4.683 0.012
C 0.666 -1.145 5.973 -0.001
C 2.088 -0.780 3.977 0.009
C 0.908 1.158 5.080 0.009
C -3.853 -2.232 3.811 0.026
C -5.095 -1.332 3.971 0.017
C -3.601 -2.962 5.130 0.000
C -4.117 -3.280 2.709 0.017
C -1.592 2.272 -1.429 0.013
C -1.297 1.360 -2.578 0.110
C -2.277 0.821 -3.340 0.046
C -1.957 0.097 -4.520 0.227
C -0.595 -0.032 -4.875 0.002
C 0.450 0.502 -4.166 0.127
C 0.086 1.212 -2.954 0.182
O 0.955 1.731 -2.167 0.363
C 1.885 0.225 -4.643 0.010
C 2.032 0.729 -6.093 0.006
C 2.105 -1.302 -4.594 0.006
C 2.996 0.885 -3.814 0.001
C -3.018 -0.541 -5.392 0.028
C -2.812 -2.070 -5.341 0.020
C -4.438 -0.218 -4.923 0.001
C -2.850 -0.047 -6.842 0.015
H 2.416 5.064 -0.250 0.001
H 1.971 3.899 -1.521 0.001
H 3.326 3.551 -0.422 0.001
H 2.076 4.531 2.050 0.000
H 2.937 2.990 1.877 0.000
H 1.292 3.010 2.537 0.001
H -0.073 4.382 -0.591 0.000
H 0.070 4.827 1.095 0.000
H -1.991 3.574 0.733 0.001
H -0.920 2.696 1.818 0.001
H -1.933 0.000 -0.395 0.005
H -2.969 1.179 0.395 0.004
H -3.675 -0.686 1.597 -0.001
H -1.467 -1.767 5.103 -0.003
H 0.593 -2.218 5.774 0.000
H -0.193 -0.836 6.574 0.000
H 1.560 -0.984 6.579 0.000
H 1.999 -1.813 3.625 0.000
H 2.916 -0.737 4.688 0.001
H 2.330 -0.134 3.133 0.000
H 0.021 1.482 5.630 0.000
H 1.031 1.798 4.206 0.000
H 1.777 1.299 5.728 0.001
H -4.930 -0.563 4.730 0.000
H -5.942 -1.946 4.287 0.003
H -5.372 -0.840 3.035 0.000
H -3.471 -2.267 5.964 0.000
H -2.727 -3.617 5.075 0.000
H -4.464 -3.588 5.359 0.000
H -4.360 -2.818 1.750 0.000
H -4.964 -3.903 3.004 0.003
H -3.249 -3.930 2.568 0.000
H -1.181 3.249 -1.668 0.003
H -2.674 2.393 -1.336 0.002
H -3.313 0.964 -3.055 0.000
H -0.363 -0.607 -5.761 -0.002
H 1.348 0.230 -6.781 0.000
H 3.049 0.535 -6.441 0.001
H 1.852 1.805 -6.152 0.000
H 1.444 -1.835 -5.281 0.000
H 1.929 -1.689 -3.585 0.000
H 3.136 -1.530 -4.876 0.001
H 2.897 1.970 -3.766 0.000
H 3.947 0.658 -4.299 0.000
H 3.042 0.491 -2.797 0.001
H -2.918 -2.450 -4.321 0.000
H -1.828 -2.361 -5.717 0.000
H -3.568 -2.552 -5.966 0.003
H -4.637 -0.608 -3.921 0.000
H -5.152 -0.686 -5.601 0.000
H -4.636 0.859 -4.932 0.000
H -1.898 -0.356 -7.278 0.000
H -2.920 1.043 -6.902 0.000
H -3.647 -0.472 -7.456 0.002
O -0.034 -1.223 -1.163 0.442
N 0.910 -0.636 -0.644 0.454
O 4.582 1.749 1.358 0.008
C 4.176 0.641 1.205 0.008
N 2.923 0.322 0.561 0.056
C 2.828 -1.005 0.547 0.034
O 1.843 -1.629 0.035 0.009
C 3.968 -1.676 1.173 0.001
C 4.255 -3.006 1.392 0.006
C 5.446 -3.287 2.061 0.000
C 6.294 -2.266 2.476 0.009
C 5.986 -0.924 2.243 0.000
C 4.810 -0.657 1.590 0.008
H 3.591 -3.794 1.056 0.000
H 5.717 -4.317 2.258 0.000
H 7.213 -2.517 2.991 0.000
H 6.649 -0.127 2.559 0.000
```

Computed properties:
* multiplicity: 6
* net charge: +2
* HOMO-LUMO gap (alpha / beta): 7.370 / 6.936 eV
* strongest force on any atom: 2.01 eV/Å
* HOMO (alpha / beta): -13.022 / -14.580 eV
* energy above the lowest of the compared OMol25 structures with the same formula, charge and spin: 0.00 kJ/mol


# 2
A molecular structure, C42H59BrN4O2S3SbSiY. Source: the OMol25 dataset; level of theory: ωB97M-V/def2-TZVPD.

```
114
Properties=species:S:1:pos:R:3:lowdin_spin:R:1
Y -1.952 -1.014 0.122 0.018
C 2.460 4.402 -3.474 0.003
C 1.236 4.680 -2.588 0.001
C 1.726 5.293 -1.277 -0.001
C 0.329 5.706 -3.283 0.002
C 0.472 3.377 -2.362 0.031
C 0.309 2.820 -1.126 0.046
C -0.403 1.605 -0.954 0.040
N -0.532 0.899 0.185 0.269
C 0.209 1.069 1.334 0.007
C 1.478 1.663 1.411 0.049
C 2.182 1.680 2.599 0.006
C 1.563 1.125 3.724 0.071
C 0.325 0.494 3.712 0.007
C -0.344 0.372 2.465 0.061
O -1.386 -0.380 2.267 0.041
C -0.196 -0.071 5.046 -0.002
C -1.670 -0.499 5.044 0.000
C 0.664 -1.280 5.449 -0.001
C -0.066 1.007 6.136 0.000
C 3.598 2.248 2.715 -0.001
C 4.560 1.140 3.170 0.000
C 3.620 3.392 3.739 0.000
C 4.109 2.796 1.381 0.000
C -1.121 1.047 -2.077 0.116
O -1.912 0.047 -1.877 0.096
C -0.878 1.589 -3.383 0.018
C -0.091 2.711 -3.480 0.095
C -1.516 0.947 -4.618 -0.002
C -3.051 0.987 -4.519 -0.001
C -1.031 -0.506 -4.767 -0.001
C -1.126 1.700 -5.891 0.000
H 3.015 5.327 -3.658 0.001
H 2.167 3.984 -4.439 0.001
H 3.129 3.687 -2.988 0.000
H 2.253 6.228 -1.484 0.000
H 2.419 4.626 -0.759 0.000
H 0.894 5.516 -0.605 0.000
H 0.871 6.642 -3.446 0.000
H -0.549 5.917 -2.669 0.000
H -0.019 5.344 -4.252 0.001
H 0.687 3.321 -0.246 0.002
H 1.936 2.031 0.506 0.003
H 2.100 1.167 4.666 0.004
H -1.853 -1.359 4.407 0.000
H -2.314 0.308 4.691 0.000
H -1.962 -0.751 6.068 0.000
H 0.600 -2.062 4.690 0.000
H 0.319 -1.696 6.401 0.000
H 1.715 -1.000 5.554 0.000
H -0.668 1.881 5.877 0.000
H 0.964 1.338 6.285 0.000
H -0.428 0.611 7.089 0.000
H 4.273 0.735 4.143 0.000
H 5.581 1.528 3.251 0.000
H 4.556 0.316 2.452 0.000
H 3.290 3.053 4.723 0.000
H 2.954 4.199 3.422 0.000
H 4.632 3.797 3.841 0.000
H 4.148 2.017 0.615 0.000
H 5.119 3.193 1.511 0.000
H 3.474 3.607 1.016 0.000
H 0.093 3.131 -4.462 0.005
H -3.409 0.449 -3.644 0.000
H -3.484 0.534 -5.416 0.000
H -3.397 2.023 -4.461 0.000
H -1.329 -1.102 -3.911 0.000
H 0.060 -0.535 -4.856 0.000
H -1.459 -0.961 -5.667 0.000
H -1.478 2.735 -5.866 0.000
H -1.583 1.207 -6.751 0.000
H -0.043 1.704 -6.047 0.000
S -6.162 -2.886 1.908 0.001
Sb -6.430 -0.802 1.108 0.003
S -4.794 -0.408 -0.731 0.001
S -4.252 0.460 1.126 0.002
C -4.677 -3.652 -1.747 0.000
C -3.218 -3.691 -2.115 0.000
C -2.815 -4.397 -3.236 0.000
C -1.466 -4.362 -3.592 0.000
C -0.567 -3.674 -2.819 0.000
C -1.015 -3.017 -1.644 0.001
N -2.350 -3.025 -1.343 0.000
N -0.242 -2.324 -0.787 0.005
Si 1.478 -2.234 -0.786 0.001
C 2.323 -3.859 -1.275 0.000
C 2.086 -1.903 0.968 0.001
C 2.101 -0.864 -1.923 0.001
H -5.125 -4.640 -1.867 0.000
H -5.213 -2.964 -2.406 0.000
H -4.833 -3.315 -0.725 0.000
H -3.542 -4.939 -3.826 0.000
H -1.127 -4.870 -4.488 0.000
H 0.475 -3.606 -3.103 0.000
H 1.737 -4.718 -0.935 0.000
H 3.301 -3.907 -0.786 0.000
H 2.488 -3.970 -2.351 0.000
H 1.950 -2.795 1.588 0.000
H 1.590 -1.059 1.451 0.000
H 3.159 -1.681 0.949 0.000
H 1.844 -1.070 -2.967 0.000
H 3.188 -0.747 -1.858 0.000
H 1.640 0.092 -1.657 0.000
Br -1.604 -6.871 4.409 0.000
C -1.761 -5.338 3.307 0.000
C -0.772 -4.372 3.332 0.000
C -0.937 -3.264 2.520 0.000
N -1.983 -3.100 1.710 0.000
C -2.918 -4.048 1.698 0.000
C -2.861 -5.186 2.489 0.000
H 0.095 -4.466 3.971 0.000
H -0.210 -2.464 2.525 0.000
H -3.764 -3.893 1.045 0.000
H -3.660 -5.912 2.460 0.000
```

Computed properties:
* multiplicity: 2
* net charge: -1
* HOMO-LUMO gap (alpha / beta): 6.373 / 5.783 eV
* strongest force on any atom: 0.72 eV/Å
* HOMO (alpha / beta): -4.143 / -4.618 eV
* energy above the lowest of the compared OMol25 structures with the same formula, charge and spin: 25.29 kJ/mol


# 3
A molecular structure, C42H59CoN2O4P3Si. Source: the OMol25 dataset; level of theory: ωB97M-V/def2-TZVPD.

```
112
Properties=species:S:1:pos:R:3:lowdin_spin:R:1
Co -0.503 -0.849 -1.498 2.768
C 1.290 -0.908 5.498 0.002
C 1.255 -1.027 3.986 0.007
C 2.224 -0.081 3.274 0.000
P -0.383 -0.731 3.102 0.057
C -1.751 -1.439 4.107 0.013
C -1.449 -2.961 4.414 0.001
C -3.224 -1.207 3.662 0.000
C -0.481 1.102 3.355 0.003
C -0.709 1.586 4.655 0.000
C -0.670 2.950 4.965 0.001
C -0.174 3.801 3.979 0.003
C 0.086 3.374 2.690 0.012
C -0.099 2.051 2.324 0.059
Si 0.200 1.471 0.589 0.446
C -0.636 2.664 -0.602 0.071
C -1.224 3.767 0.034 0.027
C -1.563 4.917 -0.666 0.000
C -1.412 4.990 -2.038 0.021
C -0.901 3.872 -2.724 -0.001
C -0.603 2.735 -1.988 0.025
P -0.458 1.169 -2.851 0.044
C 0.782 1.340 -4.181 0.008
C 0.979 -0.059 -4.784 0.003
C 2.068 1.883 -3.549 0.001
C -2.030 0.910 -3.812 0.008
C -3.271 1.497 -3.084 0.000
C -2.020 1.416 -5.281 0.002
C 2.040 1.488 0.123 0.068
C 2.649 2.712 0.365 0.015
C 4.001 2.897 0.107 0.005
C 4.723 1.841 -0.415 -0.001
C 4.121 0.627 -0.704 0.001
C 2.764 0.459 -0.451 0.006
P 1.960 -1.233 -0.728 0.072
C 2.844 -1.962 -2.180 0.012
C 4.205 -2.618 -1.808 0.004
C 2.004 -3.002 -2.943 0.001
C 2.260 -2.363 0.712 0.007
C 3.644 -2.431 1.462 0.003
C 1.621 -3.716 0.385 0.002
H 2.271 -1.216 5.715 0.000
H 0.605 -1.642 5.862 0.000
H 1.065 0.061 5.935 0.000
H 1.500 -2.035 3.628 0.001
H 2.014 -0.102 2.184 0.001
H 3.235 -0.354 3.491 0.000
H 2.167 0.973 3.666 0.000
H -1.697 -0.907 5.125 0.002
H -0.413 -3.166 4.696 0.000
H -1.786 -3.560 3.507 0.000
H -2.028 -3.319 5.243 0.000
H -3.272 -1.572 2.623 0.000
H -3.504 -0.213 3.684 0.000
H -3.905 -1.720 4.381 0.000
H -0.895 0.932 5.472 0.000
H -0.978 3.258 5.973 0.000
H -0.246 4.851 4.196 0.001
H 0.379 4.187 2.020 0.000
H -1.486 3.753 1.086 0.001
H -1.963 5.780 -0.147 0.000
H -1.577 5.952 -2.544 0.001
H -0.846 3.890 -3.802 0.000
H 0.448 2.088 -4.947 0.001
H 1.349 -0.720 -4.071 0.001
H 1.811 0.041 -5.585 0.000
H 0.161 -0.470 -5.321 0.000
H 2.534 1.246 -2.816 0.000
H 1.914 2.882 -3.079 0.000
H 2.911 2.084 -4.264 0.000
H -2.190 -0.187 -3.804 0.001
H -3.341 2.593 -3.144 0.000
H -3.310 1.344 -2.054 0.000
H -4.223 1.067 -3.556 0.000
H -1.071 1.263 -5.795 0.000
H -2.195 2.503 -5.324 0.000
H -2.869 0.875 -5.752 0.000
H 2.000 3.508 0.727 0.003
H 4.481 3.796 0.280 0.001
H 5.754 2.037 -0.600 0.000
H 4.824 -0.127 -1.018 0.000
H 3.108 -1.124 -2.810 0.000
H 4.108 -3.661 -1.565 0.000
H 4.846 -2.187 -1.094 0.000
H 4.816 -2.556 -2.728 0.001
H 1.262 -2.648 -3.614 0.000
H 1.537 -3.641 -2.210 0.000
H 2.664 -3.699 -3.483 0.000
H 1.576 -1.883 1.529 0.000
H 4.430 -2.887 0.846 0.000
H 3.497 -3.023 2.306 0.000
H 3.999 -1.497 1.804 0.000
H 2.312 -4.389 -0.093 0.000
H 0.772 -3.689 -0.368 0.001
H 1.293 -4.131 1.290 0.000
C -3.215 0.788 0.832 0.013
C -3.413 -0.453 0.005 0.010
N -2.545 -0.931 -0.867 0.040
C -2.968 -2.146 -1.243 0.004
C -4.110 -2.469 -0.599 0.001
N -4.436 -1.367 0.215 0.003
C -5.264 -3.460 -0.656 0.000
O -5.224 -4.454 -1.534 0.000
O -6.193 -3.356 0.080 0.000
C -2.162 -2.890 -2.250 0.009
O -2.567 -3.909 -2.731 0.011
O -0.875 -2.463 -2.373 0.096
H -3.027 0.624 1.927 0.000
H -4.146 1.501 0.725 0.001
H -2.341 1.298 0.440 0.014
H -5.205 -1.465 0.849 0.000
H -4.314 -4.417 -2.002 0.000
```

Computed properties:
* multiplicity: 5
* net charge: +1
* HOMO-LUMO gap (alpha / beta): 7.288 / 6.910 eV
* strongest force on any atom: 3.96 eV/Å
* HOMO (alpha / beta): -9.374 / -10.868 eV
* energy above the lowest of the compared OMol25 structures with the same formula, charge and spin: 23.42 kJ/mol